[1]
A structure of composition C37H29AuN7O4S. Source: the Open Molecules 2025 dataset; level of theory: ωB97M-V/def2-TZVPD.

Geometry as ORCA input:
```
! RIJCOSX wB97M-V def2-TZVPD def2/J DEFGRID3
* xyz 1 1
Au -0.94540 2.88186 -0.93429
C 7.28501 -4.21983 -3.30409
O 6.77784 -3.26845 -2.35361
C 5.77837 -3.60198 -1.56243
C 5.34354 -2.57780 -0.68297
C 4.29304 -2.79444 0.15203
C 3.64731 -4.05350 0.13923
C 4.14207 -5.09476 -0.67102
C 5.18293 -4.87412 -1.53569
N 2.53249 -4.38444 0.85141
N 1.96347 -3.53605 1.54317
C 1.39757 -2.38842 1.54609
C 1.37157 -1.61343 2.78128
C 0.97496 -0.34088 2.74440
C 0.55401 0.32775 1.48123
O 0.43050 1.52453 1.44100
C 0.30310 -0.56310 0.30378
N -0.32746 -0.03185 -0.73109
C -0.62319 -0.82024 -1.75735
C -0.27530 -2.16725 -1.81125
C 0.40819 -2.71925 -0.74520
C 0.70696 -1.89982 0.34113
H 8.02800 -3.67846 -3.87788
H 6.48321 -4.56306 -3.95684
H 7.74924 -5.05604 -2.78239
H 5.88555 -1.64260 -0.69367
H 3.98478 -2.02002 0.84300
H 3.65495 -6.05876 -0.60852
H 5.54701 -5.66758 -2.16939
H 1.74331 -2.09674 3.67441
H 0.98876 0.29989 3.61643
H -1.19033 -0.35502 -2.55753
H -0.55852 -2.76801 -2.66366
H 0.66901 -3.77011 -0.74207
O -3.51326 1.27856 -2.17940
C -3.51834 1.34446 -0.96609
N -4.37072 0.66223 -0.13500
C -4.11448 0.92859 1.26486
C -2.85598 1.82043 1.13531
O -2.18966 2.19245 2.07822
N -2.62044 2.05078 -0.18033
C -3.73719 -0.32121 2.05027
C -3.44960 -0.20701 3.40964
C -3.07390 -1.32081 4.14094
C -2.98621 -2.56672 3.52967
C -3.27362 -2.68632 2.17959
C -3.64334 -1.56621 1.44205
C -5.28233 1.66718 1.91036
C -6.45396 0.95745 2.16365
C -7.56445 1.59184 2.69319
C -7.51249 2.94849 2.98795
C -6.34718 3.65727 2.74768
C -5.23455 3.02159 2.21063
H -5.21155 0.25171 -0.50207
H -3.51893 0.76180 3.88621
H -2.85870 -1.22016 5.19721
H -2.70806 -3.43817 4.10863
H -3.22265 -3.65341 1.69489
H -3.85556 -1.66327 0.38539
H -6.49322 -0.10671 1.95666
H -8.46797 1.02773 2.88406
H -8.37644 3.44668 3.40746
H -6.29778 4.71276 2.98153
H -4.32868 3.58840 2.04039
N 4.44856 5.58253 -4.58808
C 4.46950 4.52665 -3.76654
S 5.81867 3.62274 -3.53114
C 3.16749 4.21371 -3.07929
C 1.95538 4.78782 -3.44596
C 0.79466 4.41903 -2.78949
N 0.79244 3.52344 -1.79756
C 1.95873 2.98417 -1.42070
C 3.15096 3.29613 -2.03421
H 5.29877 5.83198 -5.06596
H 3.65059 6.18199 -4.69461
H 1.85534 5.50216 -4.25048
H -0.16403 4.83292 -3.06432
H 1.90133 2.28580 -0.59762
H 4.07632 2.84050 -1.71526
*
```

Results
gap between HOMO and LUMO	5.1	eV
calculated total energy	-2645.2553	a.u.
relative energy (zero: lowest compared OMol25 entry of this formula, charge and spin)	0.0	kcal per mole

[2]
A structure of composition C57H44IrN5O10S4 at a distorted geometry. Source: the Open Molecules 2025 dataset; level of theory: ωB97M-V/def2-TZVPD.

Geometry as ORCA input:
```
! RIJCOSX wB97M-V def2-TZVPD def2/J DEFGRID3
* xyz 3 2
Ir 0.23180 -1.24150 -0.24096
C -5.94373 4.01627 -2.68866
C -4.71223 3.27468 -2.27943
C -4.78684 1.99286 -1.73456
C -3.64415 1.32965 -1.31578
C -2.41821 1.96256 -1.44165
C -2.30427 3.21044 -2.03720
C -3.45114 3.86148 -2.44542
S -0.91106 1.23777 -0.76764
O 0.18326 1.69857 -1.63825
C -0.88626 2.24963 0.71230
C -2.00662 2.08732 1.54671
C -2.10273 2.77470 2.71948
C -1.03128 3.58133 3.15384
C -1.06794 4.22453 4.41277
C 0.00235 4.94830 4.86130
C 1.15122 5.06682 4.05963
C 1.20567 4.48430 2.82126
C 0.11293 3.73150 2.32230
C 0.15769 3.07938 1.04080
C 1.30977 3.47103 0.17607
C 1.31998 4.83009 -0.27052
C 0.18218 5.65320 -0.14779
C 0.21825 6.99226 -0.52333
C 1.37575 7.54636 -1.05404
C 2.50066 6.75232 -1.22410
C 2.49267 5.39171 -0.84036
C 3.64080 4.60005 -0.97978
C 3.61846 3.27196 -0.59101
C 2.46358 2.70372 -0.05587
S 2.71018 0.96427 0.37069
O 1.31977 0.43243 0.79438
C 3.01816 0.27586 -1.27747
C 3.04019 0.96296 -2.48147
C 3.31686 0.26632 -3.64442
C 3.61997 -1.09711 -3.62893
C 3.99277 -1.81197 -4.89017
C 3.61577 -1.75843 -2.40518
C 3.30071 -1.09087 -1.22970
H -6.84686 3.52233 -2.33972
H -5.99331 4.09756 -3.77627
H -5.92093 5.03432 -2.29963
H -5.75224 1.51557 -1.63221
H -3.71154 0.33445 -0.89107
H -1.32626 3.65805 -2.16422
H -3.38153 4.84576 -2.89038
H -2.81852 1.44692 1.22478
H -2.99269 2.70046 3.33127
H -1.95891 4.12711 5.01947
H -0.03011 5.43156 5.82758
H 2.00143 5.62710 4.42457
H 2.10417 4.58773 2.22728
H -0.73394 5.23117 0.24428
H -0.66289 7.60756 -0.40285
H 1.39652 8.59036 -1.33461
H 3.40617 7.16718 -1.64935
H 4.54083 5.03368 -1.39686
H 4.50300 2.65413 -0.69287
H 2.83716 2.01940 -2.54030
H 3.31543 0.80267 -4.58425
H 3.63084 -1.28268 -5.76916
H 3.60893 -2.83155 -4.89218
H 5.08002 -1.87432 -4.97167
H 3.90266 -2.80104 -2.35650
H 3.45491 -1.58616 -0.27655
O 1.18631 -6.60509 5.34326
N 0.20894 -6.24185 4.72932
O -0.94940 -6.46661 5.00100
C 0.45632 -5.41139 3.53709
C -0.61095 -4.91116 2.83094
C -0.38754 -4.10281 1.72447
C 0.93152 -3.75921 1.29213
O 1.18509 -3.12743 0.20724
C 1.98395 -4.19627 2.16249
C 1.75865 -5.05282 3.21402
N 3.33005 -3.63333 2.02165
O 4.22457 -4.18014 2.62225
O 3.45562 -2.60333 1.37747
N -1.51856 -3.51086 1.09127
O -2.60005 -3.60483 1.59830
O -1.37367 -2.90751 -0.00442
H -1.61769 -5.14252 3.15297
H 2.58108 -5.40638 3.82272
C -1.26047 -0.84395 4.34511
S -0.22940 -0.19526 3.00792
O -0.41061 -1.29145 1.94854
C 1.36333 -0.47015 3.78102
C 1.74725 -1.74294 4.16787
C 2.97332 -1.92269 4.78780
C 3.81218 -0.83507 4.99523
C 3.41556 0.43774 4.60864
C 2.18410 0.62599 3.99838
H -0.92109 -1.83740 4.62644
H -2.28712 -0.88767 3.98600
H -1.18417 -0.16242 5.19022
H 1.08500 -2.58066 3.99376
H 3.27293 -2.90987 5.11393
H 4.77408 -0.98339 5.46575
H 4.06366 1.28427 4.79030
H 1.85186 1.61604 3.71026
S -2.12237 -4.10255 -5.84337
C -1.38710 -3.27629 -4.43803
C -0.50287 -3.93872 -3.59084
C 0.03033 -3.25153 -2.52029
N -0.29146 -1.97900 -2.25488
C -1.12891 -1.33647 -3.07268
C -1.68867 -1.94262 -4.18001
C -3.30898 -5.07499 -4.89710
C -4.58708 -4.55585 -4.75796
C -5.50251 -5.29160 -4.00703
N -5.17280 -6.43906 -3.44655
C -3.96148 -6.94717 -3.58814
C -2.97640 -6.28904 -4.32129
H -0.22298 -4.96739 -3.76263
H 0.72013 -3.73007 -1.84060
H -1.36414 -0.30696 -2.83423
H -2.35298 -1.38924 -4.82713
H -4.87337 -3.62455 -5.22573
H -6.51811 -4.94230 -3.86358
H -3.76987 -7.90222 -3.11483
H -2.00030 -6.73610 -4.45085
*
```

Results
gap between HOMO and LUMO (alpha / beta)	5.0 / 3.3	eV
⟨S²⟩	1.151
calculated total energy	-4920.4069	a.u.

[3]
A cluster of 2 separate species, C3H7N3 in total at a distorted geometry. Source: the Open Molecules 2025 dataset; level of theory: ωB97M-V/def2-TZVPD.

Geometry as ORCA input:
```
! RIJCOSX wB97M-V def2-TZVPD def2/J DEFGRID3
* xyz 0 1
N 0.79249 0.00562 -1.80862
C 0.90482 -0.22571 -0.37518
C -0.17122 0.46071 0.39863
N -1.11159 1.02579 -0.27586
C -0.80598 -0.94562 2.68080
N -1.17824 -1.63473 3.54818
H 1.52623 0.62072 -2.13997
H 0.85626 -0.85782 -2.33348
H 1.87401 0.05779 0.05629
H 0.77461 -1.28581 -0.11739
H -0.31706 0.17119 1.52451
H -1.05654 0.98853 -1.29750
H -1.92100 1.42282 0.18679
*
```

Results
gap between HOMO and LUMO	8.5	eV
calculated total energy	-282.6758	a.u.
relative energy (zero: lowest compared OMol25 entry of this formula, charge and spin)	61.8	kcal per mole

[4]
The ion C13H21N6OS with charge +1 at a distorted geometry. Source: the Open Molecules 2025 dataset; level of theory: ωB97M-V/def2-TZVPD.

Geometry as ORCA input:
```
! RIJCOSX wB97M-V def2-TZVPD def2/J DEFGRID3
* xyz 1 1
C 4.16401 1.38025 -1.65889
C 3.44479 2.70783 -1.71005
O 2.85266 3.03698 -0.45229
C 1.47133 2.88312 -0.39019
C 1.08794 2.22328 0.94373
N 1.13080 0.76577 0.87511
S 2.58749 0.00460 1.39119
C 0.13836 -0.03013 0.45338
N 0.20404 -1.38071 0.46247
C -0.95751 -1.78739 0.01751
C -1.25633 -3.21258 -0.07192
C -0.48872 -4.07147 -0.82484
C -0.80831 -5.40252 -0.83721
N -1.83515 -5.96525 -0.19628
C -2.55394 -5.10416 0.52373
C -2.31172 -3.76019 0.63164
N -1.74966 -0.77676 -0.30101
N -1.05211 0.36907 -0.02599
C -1.71687 1.63021 -0.29919
C -2.70745 2.01321 0.82152
N -2.32055 1.42316 2.10881
H 4.96452 1.34838 -2.38441
H 3.50193 0.52442 -1.75006
H 4.64117 1.31612 -0.68504
H 4.17616 3.48213 -1.91367
H 2.72335 2.75533 -2.52212
H 0.94596 3.84064 -0.42808
H 1.08797 2.24562 -1.18619
H 0.12397 2.57882 1.29353
H 1.81673 2.54802 1.67030
H 2.24632 -0.38880 2.63716
H 0.35009 -3.71190 -1.39413
H -0.18118 -6.06655 -1.41309
H -3.39574 -5.51334 1.06312
H -2.93488 -3.15113 1.26433
H -2.68715 -0.82663 -0.66250
H -1.03509 2.43573 -0.51540
H -2.29976 1.48979 -1.20163
H -3.66313 1.57660 0.54968
H -2.86530 3.08821 0.83726
H -3.14810 1.42108 2.69316
H -1.69093 2.06115 2.58653
*
```

Results
gap between HOMO and LUMO	9.7	eV
calculated total energy	-1309.6440	a.u.
relative energy (zero: lowest compared OMol25 entry of this formula, charge and spin)	0.0	kcal per mole

[5]
A structure of composition C18H33NP2SSn at a distorted geometry. Source: the Open Molecules 2025 dataset; level of theory: ωB97M-V/def2-TZVPD.

Geometry as ORCA input:
```
! RIJCOSX wB97M-V def2-TZVPD def2/J DEFGRID3
* xyz 2 1
Sn 0.63373 0.19728 -1.94295
H -2.33758 -0.24020 -2.19005
H -2.29558 0.51435 -2.20189
P 0.80448 -2.42186 -2.22459
P 0.79004 2.82437 -2.19625
C 0.99444 3.71725 -0.62948
H 1.14788 4.78602 -0.83814
H 0.10332 3.59039 -0.00048
H 1.86746 3.32675 -0.08777
C 2.19255 3.36199 -3.21902
H 2.08160 2.97447 -4.24097
H 2.22512 4.46113 -3.24855
H 3.13236 2.98220 -2.79578
C -0.68778 3.55077 -2.96742
H -1.56368 3.39066 -2.32209
H -0.53743 4.63090 -3.11067
H -0.87843 3.07742 -3.94058
C 2.29425 -2.94333 -3.12501
H 2.30764 -4.04041 -3.20613
H 2.29213 -2.50387 -4.13174
H 3.19312 -2.60629 -2.59151
C 0.84315 -3.36955 -0.67461
H -0.11923 -3.29345 -0.15153
H 1.05899 -4.42559 -0.89694
H 1.62441 -2.97369 -0.01053
C -0.58694 -3.10766 -3.17551
H -0.66732 -2.59272 -4.14299
H -0.42519 -4.18210 -3.34782
H -1.52757 -2.96674 -2.62364
H -0.21193 0.23338 -3.46653
H 2.37739 0.20243 -1.97309
N 0.05671 0.15947 0.09933
S -1.34203 -0.10667 0.97445
C -0.86024 -1.50538 2.01784
C -1.69283 -2.63508 2.03616
C -1.32216 -3.74968 2.79537
C -0.11397 -3.74296 3.50202
C 0.71394 -2.61876 3.46984
C 0.31859 -1.47674 2.76088
C -1.35285 1.19519 2.21917
C -0.27657 2.06201 2.39692
C -0.24701 2.91090 3.51188
C -1.32572 2.93634 4.40037
C -2.44922 2.13452 4.16455
C -2.47490 1.28062 3.06055
H 0.87389 0.00493 0.69585
H -2.62967 -2.60600 1.47640
H -1.98818 -4.61244 2.83794
H 0.17637 -4.60862 4.09930
H 1.65937 -2.59760 4.01350
H 0.90484 -0.55986 2.80961
H 0.54483 2.05172 1.68277
H 0.63213 3.53556 3.67702
H -1.28763 3.58062 5.27938
H -3.30317 2.16226 4.84241
H -3.33991 0.65136 2.85074
*
```

Results
gap between HOMO and LUMO	8.5	eV
calculated total energy	-2055.0006	a.u.

[6]
A structure of composition C4H6N2O. Source: the Open Molecules 2025 dataset; level of theory: ωB97M-V/def2-TZVPD.

Geometry as ORCA input:
```
! RIJCOSX wB97M-V def2-TZVPD def2/J DEFGRID3
* xyz 0 1
N 1.49554 -0.66395 -1.54298
C 1.07310 0.08911 -0.61891
O 1.74022 1.05610 0.14066
C 0.57579 1.24984 0.99476
C -0.13048 0.23093 0.15800
C -1.75490 -0.88662 -0.89970
N -1.15481 -0.64654 0.25282
H 2.49880 -0.54617 -1.67594
H 0.80200 1.02240 2.04247
H 0.20684 2.27936 0.90385
H -2.09438 -1.87544 -1.17566
H -1.81291 -0.05478 -1.58511
H -1.32549 -1.23247 1.07429
*
```

Results
gap between HOMO and LUMO (alpha / beta)	7.4 / 7.7	eV
calculated total energy	-340.6350	a.u.
relative energy (zero: lowest compared OMol25 entry of this formula, charge and spin)	100.4	kcal per mole

[7]
An isolated molecule of C6H12N2 at a distorted geometry. Source: the Open Molecules 2025 dataset; level of theory: ωB97M-V/def2-TZVPD.

Geometry as ORCA input:
```
! RIJCOSX wB97M-V def2-TZVPD def2/J DEFGRID3
* xyz 0 1
C -0.56512 -0.58987 -0.13947
C -1.77677 -0.28438 -0.90473
C 0.28488 0.98142 0.10693
C -2.72471 -1.41217 -1.21710
C 2.66136 0.31655 0.55222
C 1.38439 0.91591 1.13586
N -1.06170 1.41688 0.52659
N -1.70479 0.11035 0.49750
H -0.19270 -1.54893 0.15720
H -1.74175 0.51580 -1.63636
H 0.60142 1.44258 -0.82870
H -2.72320 -2.13048 -0.40140
H -2.42355 -1.91063 -2.13646
H -3.73427 -1.02782 -1.33905
H 3.51257 0.48747 1.20706
H 2.87801 0.77142 -0.41291
H 2.55271 -0.75574 0.40427
H 1.57530 1.94107 1.47583
H 1.05530 0.33459 2.00051
H -1.09900 1.77685 1.47547
*
```

Results
gap between HOMO and LUMO	9.8	eV
calculated total energy	-345.2061	a.u.
relative energy (zero: lowest compared OMol25 entry of this formula, charge and spin)	76.4	kcal per mole

[8]
A structure of composition C5H3KO3 at a distorted geometry. Source: the Open Molecules 2025 dataset; level of theory: ωB97M-V/def2-TZVPD.

Geometry as ORCA input:
```
! RIJCOSX wB97M-V def2-TZVPD def2/J DEFGRID3
* xyz 1 2
C -0.81732 1.39207 -0.62836
C -1.27352 2.53830 -0.28015
O -1.62674 3.63637 -0.05063
C -0.95780 0.02453 -1.14455
C -0.32820 -0.50876 0.11071
O 0.68573 -1.25557 0.07070
C 2.91688 -0.21496 0.99290
O 3.02807 -1.22649 1.53048
K 1.51871 -3.66285 1.58522
H -2.01561 -0.25865 -1.24568
H -0.33623 -0.14906 -2.03369
H -0.79398 -0.31494 1.09305
*
```

Results
gap between HOMO and LUMO (alpha / beta)	8.7 / 7.0	eV
⟨S²⟩	0.760
calculated total energy	-1017.6538	a.u.
relative energy (zero: lowest compared OMol25 entry of this formula, charge and spin)	0.0	kcal per mole

[9]
A structure of composition C23H28N8S2Ti at a distorted geometry. Source: the Open Molecules 2025 dataset; level of theory: ωB97M-V/def2-TZVPD.

Geometry as ORCA input:
```
! RIJCOSX wB97M-V def2-TZVPD def2/J DEFGRID3
* xyz 1 2
Ti -0.41876 -0.64005 0.53699
C -0.58035 2.71220 -2.12356
C -0.66762 1.75463 -0.98103
N -0.32432 0.48284 -1.11128
N 0.17401 0.15401 -2.33187
C 0.32563 -1.12952 -2.51258
N 0.80928 -1.55914 -3.69157
S -0.10694 -2.30028 -1.30772
C -1.11487 2.11993 0.32921
C -1.45702 3.41711 0.73261
C -1.83368 3.64553 2.03348
C -1.86290 2.57788 2.93690
C -1.51497 1.32996 2.48647
N -1.15492 1.08989 1.21510
H -0.69408 2.17298 -3.05877
H -1.34508 3.48504 -2.05550
H 0.40219 3.19051 -2.14479
H 1.16702 -0.88195 -4.34561
H 1.15097 -2.50146 -3.75306
H -1.40801 4.22848 0.02046
H -2.09626 4.64105 2.36428
H -2.14823 2.72960 3.96732
H -1.51989 0.47328 3.15117
C 1.96509 1.28501 1.59907
N 1.29797 -0.01631 1.47792
C 1.86397 -1.02758 2.08967
C 1.22748 -2.27278 2.09462
C 1.61892 -3.54166 2.54047
C 0.56278 -4.39665 2.25294
C -0.42871 -3.61679 1.65413
N -0.04582 -2.33510 1.55200
C 3.29055 1.33719 0.86668
C 4.42277 1.85916 1.47727
C 5.62250 1.93705 0.78220
C 5.69775 1.48766 -0.52619
C 4.57242 0.95210 -1.13763
C 3.37447 0.87745 -0.44573
H 2.12121 1.51820 2.65564
H 1.30660 2.05150 1.18941
H 2.80944 -0.89644 2.61486
H 2.55915 -3.78524 3.01045
H 0.50495 -5.45278 2.45826
H -1.39509 -3.94215 1.30388
H 4.37148 2.21259 2.50105
H 6.49860 2.34803 1.26652
H 6.63170 1.55199 -1.06877
H 4.62859 0.59335 -2.15753
H 2.49427 0.46301 -0.92502
C -3.72661 -3.29188 -2.36279
N -3.48724 -2.87619 -0.99329
C -3.39945 -1.61752 -0.58032
S -2.90004 -1.31914 1.03768
N -3.74915 -0.65739 -1.43657
C -3.84932 0.76101 -1.14103
H -3.57031 -4.36366 -2.43073
H -3.02312 -2.79636 -3.03687
H -4.75138 -3.07923 -2.67574
H -3.19211 -3.56373 -0.32539
H -4.07307 -0.94095 -2.34869
H -3.54597 0.93424 -0.11439
H -4.87924 1.09701 -1.26114
H -3.20722 1.33046 -1.81357
*
```

Results
gap between HOMO and LUMO (alpha / beta)	6.8 / 6.8	eV
⟨S²⟩	0.772
calculated total energy	-2977.0648	a.u.

Q: Look up the calculated total energy of the first one.
A: -2645.2553 a.u.